{
  "formula": "C27H51BCdN11O3PS3",
  "method": "the ωB97M-V functional and the def2-TZVPD basis",
  "total_energy_ev": -98392.8962,
  "e_above_lowest_kcal_mol": 6.6,
  "charge": 2,
  "homo_lumo_gap_ev": 7.6,
  "multiplicity": 1,
  "e_homo_ev": -12.08,
  "fmax_ev_per_a": 0.3,
  "symbols": ["Cd", "C", "C", "C", "C", "N", "C", "C", "N", "B", "N", "C", "C", "N", "C", "S", "C", "C", "C", "C", "N", "C", "C", "N", "C", "S", "C", "C", "C", "C", "C", "S", "H", "H", "H", "H", "H", "H", "H", "H", "H", "H", "H", "H", "H", "H", "H", "H", "H", "H", "H", "H", "H", "H", "H", "H", "H", "H", "H", "H", "H", "H", "H", "H", "H", "H", "N", "C", "P", "O", "O", "C", "N", "H", "H", "H", "H", "H", "H", "H", "H", "H", "H", "C", "N", "C", "C", "O", "N", "C", "N", "H", "H", "H", "H", "H", "H", "H"],
  "xyz": [[0.285, -0.187, -0.419], [-1.799, -5.860, 2.584], [-0.833, -4.830, 1.993], [0.475, -4.776, 2.782], [-0.531, -5.238, 0.562], [-1.477, -3.481, 2.116], [-1.922, -3.101, 3.370], [-2.395, -1.852, 3.270], [-2.245, -1.442, 1.965], [-2.744, 0.006, 1.650], [-1.805, 1.065, 2.287], [-2.383, 2.217, 2.774], [-1.429, 2.937, 3.380], [-0.241, 2.231, 3.275], [-0.484, 1.090, 2.575], [0.641, -0.157, 2.152], [0.988, 2.836, 3.895], [1.247, 4.156, 3.171], [2.239, 1.971, 3.814], [0.674, 3.079, 5.373], [-3.110, 0.251, 0.160], [-4.293, -0.284, -0.306], [-4.493, 0.164, -1.557], [-3.433, 0.996, -1.870], [-2.598, 1.034, -0.806], [-1.102, 1.903, -0.703], [-3.264, 1.685, -3.194], [-2.019, 1.133, -3.886], [-3.190, 3.194, -2.974], [-4.482, 1.384, -4.063], [-1.670, -2.434, 1.266], [-1.278, -2.279, -0.423], [-1.379, -6.857, 2.452], [-2.763, -5.823, 2.077], [-1.962, -5.719, 3.650], [0.993, -5.731, 2.697], [0.298, -4.583, 3.838], [1.121, -3.988, 2.393], [-0.197, -6.276, 0.591], [0.271, -4.626, 0.162], [-1.410, -5.171, -0.078], [-1.872, -3.751, 4.221], [-2.837, -1.213, 4.012], [-3.783, 0.108, 2.245], [-3.434, 2.410, 2.663], [-1.497, 3.876, 3.893], [1.392, 3.975, 2.105], [2.144, 4.622, 3.580], [0.425, 4.859, 3.289], [2.556, 1.803, 2.789], [2.105, 1.003, 4.291], [3.024, 2.510, 4.347], [-0.138, 3.790, 5.517], [1.557, 3.487, 5.863], [0.409, 2.145, 5.867], [-4.895, -0.934, 0.302], [-5.301, -0.029, -2.233], [-1.112, 1.351, -3.328], [-1.940, 1.585, -4.875], [-2.102, 0.052, -4.009], [-2.331, 3.479, -2.373], [-4.097, 3.553, -2.487], [-3.109, 3.686, -3.943], [-4.574, 0.322, -4.291], [-4.354, 1.913, -5.006], [-5.408, 1.740, -3.612], [0.417, -4.163, -2.436], [1.615, -3.359, -2.040], [1.573, -1.909, -3.163], [1.214, -2.556, -4.489], [0.763, -0.787, -2.620], [3.324, -1.383, -3.474], [3.478, -1.452, -4.971], [-0.393, -3.819, -1.879], [0.534, -5.158, -2.240], [0.248, -4.019, -3.446], [2.510, -3.954, -2.210], [1.531, -3.089, -0.991], [4.039, -2.057, -3.008], [3.502, -0.373, -3.119], [4.345, -1.897, -5.266], [3.425, -0.533, -5.407], [2.622, -2.026, -5.262], [5.259, 2.665, 1.159], [4.363, 1.694, 0.563], [4.585, 0.258, 0.510], [3.342, -0.197, -0.240], [3.073, -1.356, -0.539], [2.564, 0.878, -0.525], [3.213, 1.956, -0.062], [2.725, 3.184, -0.221], [5.934, 2.144, 1.834], [4.697, 3.387, 1.752], [5.852, 3.188, 0.407], [4.607, -0.193, 1.504], [5.502, -0.004, -0.021], [1.838, 3.291, -0.685], [3.202, 4.001, 0.117]],
  "atomic_forces_ev_per_a": [[-0.025, 0.289, 0.128], [0.013, -0.030, 0.005], [-0.048, 0.007, 0.046], [0.013, -0.028, -0.003], [-0.052, 0.003, -0.052], [0.028, 0.054, -0.063], [-0.004, 0.061, 0.017], [-0.004, -0.005, 0.038], [-0.101, 0.014, -0.092], [0.071, -0.019, -0.042], [0.054, 0.006, -0.047], [0.017, 0.031, 0.037], [-0.079, -0.021, -0.009], [0.057, 0.001, -0.138], [-0.063, -0.055, 0.090], [0.069, -0.025, -0.002], [-0.054, -0.023, 0.034], [0.024, 0.033, 0.012], [-0.059, -0.023, -0.004], [0.034, 0.014, 0.036], [-0.122, 0.084, 0.154], [-0.002, -0.041, -0.059], [0.013, -0.021, 0.056], [-0.032, -0.017, -0.059], [0.171, -0.001, -0.064], [0.054, -0.012, 0.020], [-0.021, -0.009, 0.028], [0.014, 0.012, 0.006], [0.008, 0.006, -0.009], [0.016, 0.010, -0.011], [0.098, -0.082, 0.049], [0.015, -0.063, -0.009], [0.008, -0.013, 0.005], [-0.009, -0.001, -0.014], [-0.010, -0.017, -0.004], [0.007, -0.017, 0.006], [0.006, 0.010, 0.017], [0.010, 0.009, -0.007], [0.011, 0.012, -0.024], [0.077, 0.067, -0.074], [-0.020, -0.006, 0.003], [0.002, -0.001, 0.015], [-0.033, 0.020, 0.024], [0.005, -0.008, 0.016], [-0.039, 0.010, -0.011], [-0.010, 0.009, -0.017], [0.014, -0.005, -0.029], [0.010, 0.015, 0.001], [0.009, 0.005, -0.006], [0.017, -0.012, -0.078], [-0.011, -0.024, 0.012], [0.000, -0.014, -0.017], [0.006, -0.008, 0.009], [0.005, 0.010, 0.013], [0.003, -0.020, 0.011], [-0.028, -0.007, 0.029], [-0.024, -0.001, -0.020], [-0.010, -0.009, -0.006], [0.007, 0.010, -0.025], [0.000, -0.012, -0.001], [-0.004, 0.003, -0.013], [-0.015, 0.002, 0.008], [-0.006, 0.014, -0.016], [0.002, -0.013, -0.003], [0.000, -0.002, -0.012], [-0.010, 0.009, 0.013], [-0.130, -0.201, 0.106], [-0.009, 0.026, 0.100], [0.088, -0.033, -0.306], [0.095, 0.152, 0.187], [-0.055, -0.027, 0.160], [0.017, 0.000, 0.068], [-0.151, -0.130, -0.032], [-0.019, 0.031, -0.006], [-0.030, 0.066, -0.034], [0.026, -0.023, 0.024], [0.005, 0.011, 0.003], [0.029, -0.031, -0.038], [0.002, 0.019, -0.009], [-0.022, 0.012, -0.023], [-0.028, 0.003, -0.018], [-0.028, -0.027, -0.008], [0.156, 0.113, -0.046], [0.017, 0.002, 0.025], [0.011, -0.089, -0.039], [-0.028, 0.068, 0.066], [0.031, -0.005, -0.043], [0.061, 0.009, 0.068], [0.007, -0.189, -0.239], [-0.177, 0.096, 0.118], [0.017, -0.067, 0.028], [0.012, 0.008, -0.002], [-0.004, 0.008, 0.008], [0.008, 0.005, -0.001], [0.016, 0.020, 0.000], [0.000, 0.003, -0.010], [-0.006, -0.002, 0.006], [0.012, 0.002, -0.009]]
}